Molecular formula: C5H2N2
Method: DFT, ωB97M-V/def2-TZVPD

ORCA input file:
```
! RIJCOSX wB97M-V def2-TZVPD def2/J DEFGRID3
* xyz 0 1
C -3.55855 -1.36706 0.02871
C -3.74081 1.20705 0.01717
C -1.36675 -0.02769 0.01148
C -0.01789 -0.03064 -0.07196
C -3.35717 -0.05700 0.27443
N -3.58321 -2.50971 -0.19430
N -4.03165 2.30241 -0.16416
H 0.69855 -0.33401 0.55258
H 0.09838 -0.20532 -1.13614
*
```

Results
DFT total energy (Eh): -300.9557
Strongest force on any atom (eV Å⁻¹): 7.71
HOMO level (spin up / spin down) (eV): -9.226 / -9.229
LUMO (spin up / spin down) (eV): -2.1 / -2.1
HOMO-LUMO gap (spin up / spin down) (eV): 7.08 / 7.09
ΔE to the lowest compared entry with this formula, charge and spin (eV): 4.712

Want to see where the charge sits? The natural (NBO) charges in e are: 0.17, 0.17, 0.39, -0.61, -0.17, -0.26, -0.25, 0.26, 0.29

Molecular formula: C29H39AuN2O2P2
Method: DFT, ωB97M-V/def2-TZVPD

ORCA input file:
```
! RIJCOSX wB97M-V def2-TZVPD def2/J DEFGRID3
* xyz 0 3
C -0.53643 3.78698 -2.44912
C -0.59355 2.39548 -2.06367
N 0.43201 1.96380 -1.25212
C 1.31242 2.78554 -0.69395
C 1.34196 4.15853 -0.98982
C 0.39049 4.66379 -1.88758
C -1.83433 1.61385 -2.11078
P -1.84894 -0.02224 -1.47041
Au 0.21577 -0.41648 -0.36419
P 2.51839 0.45095 0.29639
C 2.30491 2.25013 0.35707
C 0.36058 -2.55129 -0.49523
C -0.78594 -3.23034 -0.08798
C -0.75297 -4.61826 0.13274
C 0.40026 -5.34211 -0.16586
C 1.49636 -4.68859 -0.71610
C 1.47571 -3.28614 -0.90833
O 0.04554 1.11482 -7.33670
O 0.58494 -3.06612 -5.23149
H -1.19766 4.11193 -3.25523
H 2.05338 4.77875 -0.43797
H 0.46677 5.72431 -2.17311
C -3.28996 0.00124 -0.31605
C -2.35683 -1.28594 -2.72600
H 3.28618 2.75558 0.22275
H 1.87546 2.49584 1.35039
H -0.77701 0.93088 -6.89440
H -2.71002 2.11433 -2.55428
C 2.96302 -0.18145 1.88164
C 4.00251 0.19723 -0.79419
H -1.71578 -2.67381 0.07784
H -1.65008 -5.09994 0.52896
H 0.40224 -6.41592 -0.01672
H 2.37880 -5.26138 -1.00002
H 2.33050 -2.79569 -1.38673
H 1.81113 -0.25909 -1.41159
H 0.99750 -3.92297 -5.40012
H 1.35464 -2.51791 -5.36610
H 0.65964 1.18298 -6.54268
H 2.46518 -0.72584 -1.53379
H -4.23092 0.13842 -0.88029
H -3.40065 -0.91050 0.29014
H -3.17040 0.83929 0.38923
H -3.17019 -0.90663 -3.38427
H -1.47394 -1.50787 -3.35714
H -2.69530 -2.20745 -2.20427
H 4.88375 0.61997 -0.32823
H 4.14183 -0.88306 -0.94882
H 3.83094 0.64547 -1.78141
H 3.92581 0.23728 2.19171
H 2.19140 0.06429 2.61559
H 3.03966 -1.27019 1.81286
C -0.96630 4.32080 2.91105
C -1.25320 3.92870 1.59997
C -1.11824 2.59898 1.24438
C -0.71477 1.61932 2.18233
C -0.43340 2.02737 3.50546
C -0.54731 3.37017 3.85311
N -0.57692 0.30907 1.79897
C -0.88928 -0.73233 2.63868
C -0.05502 -1.86779 2.73026
C -0.33048 -2.87357 3.63786
C -1.47677 -2.79290 4.43934
C -2.35337 -1.70753 4.30988
C -2.07191 -0.68056 3.41831
H -1.08046 5.37132 3.19031
H -1.58302 4.64147 0.84451
H -1.32858 2.24817 0.23849
H -0.13115 1.26963 4.23251
H -0.30757 3.67927 4.87020
H 0.79369 -1.91804 2.04609
H 0.35916 -3.71272 3.69989
H -1.67617 -3.58548 5.16197
H -3.26370 -1.66523 4.91062
H -2.74397 0.17740 3.30525
*
```

Results
DFT total energy (Eh): -2206.6024
Strongest force on any atom (eV Å⁻¹): 3.45
HOMO level (spin up / spin down) (eV): -5.934 / -5.926
LUMO (spin up / spin down) (eV): 0.1 / -2.2
<S²>: 2.052
HOMO-LUMO gap (spin up / spin down) (eV): 5.99 / 3.69
ΔE to the lowest compared entry with this formula, charge and spin (eV): 1.887

Want to see where the charge sits? The Mulliken charges in e are: -0.96, 0.48, 0.28, 0.67, -0.82, -0.60, -1.07, 0.78, 1.44, 0.72, -1.28, 0.75, -0.32, -0.59, -0.66, -0.40, -0.68, -0.62, -0.60, 0.49, 0.46, 0.40, -1.31, -0.99, 0.69, 0.35, 0.31, 0.48, -1.31, -1.48, 0.07, 0.40, 0.38, 0.39, 0.20, 0.70, 0.30, 0.30, 0.32, -0.87, 0.49, 0.36, 0.26, 0.45, 0.23, 0.33, 0.44, 0.45, 0.46, 0.52, 0.26, 0.32, -0.77, -0.65, 0.64, -1.06, -0.35, -0.64, 1.19, -0.72, 0.08, -0.84, -0.59, -0.59, -0.19, 0.36, 0.43, -0.15, 0.41, 0.39, 0.14, 0.42, 0.36, 0.37, 0.38

Molecular formula: C37H92N11O23
Method: DFT, ωB97M-V/def2-TZVPD

ORCA input file:
```
! RIJCOSX wB97M-V def2-TZVPD def2/J DEFGRID3
* xyz 7 1
C -24.76360 18.22871 0.19688
C -24.24452 16.84982 -0.21408
O -23.74848 16.60312 -1.32538
N -24.35276 15.89173 0.98569
H -23.64992 16.19594 1.64415
H -25.23570 15.80106 1.46765
C -23.91372 14.47967 0.68783
H -25.72236 18.13950 0.70769
H -24.91258 18.76515 -0.74023
H -24.02206 18.77135 0.78318
H -24.20065 13.91606 1.57558
H -22.85156 14.68550 0.55541
H -24.44606 14.14100 -0.20100
C -28.96377 10.55094 7.10694
C -29.49515 10.97299 8.47005
O -28.73609 11.47360 9.28269
N -30.93664 10.58433 8.78885
H -31.25917 9.85152 8.17317
H -31.11264 10.19468 9.70389
C -31.92669 11.76418 8.62189
H -27.97395 10.11005 7.22516
H -29.06661 11.40327 6.43533
H -29.62062 9.75921 6.74666
H -31.77203 12.47654 9.43228
H -32.91681 11.34608 8.80343
H -31.91646 12.39002 7.72951
C -32.35069 17.66348 14.14690
C -31.29718 17.64702 13.04453
O -30.41599 16.80622 12.88413
N -31.47619 18.69619 11.96275
H -32.45264 18.77475 11.71683
H -31.24337 19.57595 12.40084
C -30.77107 18.41590 10.60163
H -32.03576 17.05314 14.99330
H -33.31188 17.34925 13.74012
H -32.54109 18.62716 14.61933
H -29.68746 18.52848 10.63628
H -31.15787 19.10781 9.85347
H -31.08231 17.40720 10.33007
C -15.68806 8.77680 6.42256
C -15.84618 10.20419 5.84536
O -15.56985 11.26162 6.46726
N -16.48513 10.28974 4.41354
H -15.78790 10.00219 3.74175
H -17.30067 9.69813 4.34293
C -17.14406 11.65985 4.20076
H -16.65574 8.44204 6.79622
H -15.18445 8.93711 7.37585
H -15.10573 8.04165 5.86709
H -17.41615 11.61550 3.14621
H -16.33221 12.31306 4.52063
H -18.01615 11.87588 4.81793
C -15.62943 25.24864 15.71713
C -14.95254 23.94933 15.23890
O -13.95851 23.40645 15.68663
N -15.67826 23.36934 14.04712
H -16.32357 24.02195 13.62551
H -15.00346 23.34977 13.29589
C -16.34736 21.97956 14.28489
H -16.68145 25.30258 15.43703
H -15.10501 26.10869 15.30073
H -15.48061 25.35729 16.79143
H -16.93197 21.70354 13.40729
H -16.93192 22.07037 15.20039
H -15.55710 21.25980 14.49833
C -18.47298 8.85079 16.30522
C -19.23256 9.29482 15.08173
O -18.78601 9.16624 13.95829
N -20.64470 9.83528 15.36114
H -21.24175 9.13260 15.77329
H -20.65696 10.57930 16.04406
C -21.29399 10.39755 14.09258
H -17.52680 8.45604 15.93507
H -19.03290 7.99197 16.67539
H -18.25237 9.69921 16.95299
H -21.44181 9.56592 13.40363
H -20.61793 11.13853 13.66597
H -22.28476 10.76302 14.36258
C -16.40576 25.78487 4.23532
C -17.58009 25.18132 4.98512
O -18.64984 25.03809 4.47465
N -17.21741 24.55884 6.41236
H -16.30027 24.83181 6.73552
H -17.86431 25.03887 7.02163
C -17.22109 23.01045 6.38467
H -16.55733 25.73460 3.15709
H -15.45773 25.33101 4.52400
H -16.31876 26.85301 4.43435
H -17.24841 22.65724 7.41549
H -16.32761 22.54415 5.96952
H -18.16160 22.77317 5.88743
C -12.65936 12.77407 13.51733
C -12.40921 11.70604 14.54553
O -12.77086 10.54369 14.40736
N -11.58555 12.15624 15.75396
H -10.91775 12.87519 15.51470
H -12.12235 12.71804 16.39920
C -10.97019 10.99431 16.59850
H -12.89379 12.42854 12.51048
H -11.76197 13.38287 13.40712
H -13.51399 13.30713 13.93393
H -10.73135 11.42148 17.57245
H -10.10346 10.79318 15.96887
H -11.67877 10.16742 16.64607
C -19.54366 15.54901 9.71654
C -20.76706 16.34935 9.23941
O -20.91893 17.54613 9.53086
N -21.85213 15.55363 8.49439
H -21.73211 16.01660 7.60482
H -21.63799 14.56956 8.41791
C -23.20977 15.78429 9.12885
H -18.96525 15.20786 8.85797
H -19.81063 14.67017 10.30346
H -18.91754 16.22339 10.30074
H -23.54664 16.79300 8.88984
H -23.28014 15.60945 10.20243
H -23.87072 15.15892 8.52872
C -24.27835 22.25089 5.84803
C -24.71516 23.53191 5.16823
O -24.65559 23.80217 3.97185
N -25.16260 24.68978 6.11888
H -26.13304 24.58505 6.37847
H -24.62704 24.53415 6.96093
C -24.87113 26.11046 5.49904
H -25.13541 21.81121 6.35816
H -23.44568 22.40732 6.53381
H -23.94646 21.49608 5.13515
H -23.80852 26.17987 5.26636
H -25.00654 26.80067 6.33174
H -25.54239 26.31591 4.66519
C -23.84741 19.53537 15.39531
C -24.26328 18.85042 16.72005
O -25.15863 18.03869 16.76350
N -23.34862 18.89663 17.97581
H -22.75835 18.07974 18.04199
H -22.70709 19.67191 17.88915
C -24.00662 19.28427 19.26519
H -23.02105 18.93218 15.01929
H -23.52856 20.57623 15.45054
H -24.68758 19.40340 14.71356
H -25.00384 18.86896 19.41064
H -24.08629 20.37103 19.29159
H -23.30131 18.99208 20.04319
O -30.29299 16.45234 4.74181
C -29.04256 16.25464 4.43296
O -28.05411 16.71913 5.03264
O -28.80048 15.48744 3.51524
H -30.60357 15.79996 4.10973
O -17.90881 18.07272 3.53033
C -19.10879 17.92869 2.92448
O -20.04169 17.28397 3.53321
O -19.32365 18.43318 1.85774
H -17.64710 18.70344 2.85558
O -22.07156 7.96496 7.41929
C -21.52831 9.07109 6.96021
O -21.30092 9.05157 5.73184
O -21.35476 10.09984 7.63429
H -22.13895 7.45538 6.60850
O -17.66145 14.68480 16.36665
C -18.49806 15.69348 16.35167
O -19.37630 15.74459 15.51723
O -18.44743 16.58803 17.26322
H -16.99769 14.92666 17.01666
*
```

Results
DFT total energy (Eh): -3794.7203
Strongest force on any atom (eV Å⁻¹): 6.35
HOMO level (eV): -14.247
LUMO (eV): -10.8
HOMO-LUMO gap (eV): 3.43

Results of the Mulliken charge analysis, in e, for atoms 1 through 99: -1.03, 0.58, -0.39, -0.23, 0.38, 0.43, -0.83, 0.39, 0.32, 0.32, 0.36, 0.36, 0.34, -0.85, 0.41, -0.43, -0.12, 0.41, 0.37, -0.88, 0.33, 0.30, 0.34, 0.36, 0.38, 0.37, -1.09, 0.57, -0.42, -0.16, 0.41, 0.38, -0.75, 0.32, 0.35, 0.40, 0.28, 0.36, 0.35, -1.03, 0.61, -0.45, -0.20, 0.37, 0.42, -0.80, 0.34, 0.32, 0.38, 0.35, 0.37, 0.31, -0.95, 0.49, -0.39, -0.18, 0.38, 0.37, -0.73, 0.33, 0.34, 0.34, 0.32, 0.34, 0.35, -1.01, 0.52, -0.39, -0.18, 0.39, 0.40, -0.87, 0.30, 0.37, 0.37, 0.38, 0.36, 0.35, -0.99, 0.52, -0.37, -0.20, 0.36, 0.37, -0.76, 0.34, 0.37, 0.34, 0.33, 0.31, 0.38, -1.00, 0.61, -0.41, -0.26, 0.40, 0.38, -0.74, 0.32